(P)
One molecule with the formula C5H10O. Source: the Open Molecules 2025 dataset; level of theory: ωB97M-V/def2-TZVPD.

```
! RIJCOSX wB97M-V def2-TZVPD def2/J DEFGRID3
* xyz 0 1
C 2.424 0.232 -0.252
C 1.371 -0.248 0.732
O 0.208 0.557 0.711
C -0.966 -0.179 0.554
C -2.342 0.216 0.908
C -1.772 0.022 -0.640
H 3.322 -0.389 -0.152
H 2.703 1.272 -0.058
H 2.069 0.158 -1.285
H 1.115 -1.293 0.502
H 1.766 -0.225 1.753
H -0.866 -1.248 0.787
H -2.854 -0.392 1.674
H -2.668 1.249 0.972
H -1.707 -0.740 -1.427
H -1.750 1.028 -1.060
*
```

## Properties
SMILES string: CCOC1CC1
Highest occupied orbital energy in eV: -9.156

Just the natural (NBO) charges please, in e? Sure, here they are:
1 C -0.624
2 C -0.056
3 O -0.531
4 C 0.057
5 C -0.419
6 C -0.428
7 H 0.209
8 H 0.213
9 H 0.207
10 H 0.161
11 H 0.168
12 H 0.173
13 H 0.220
14 H 0.220
15 H 0.215
16 H 0.215


(Q)
C5H10O as an isolated structure. Source: the Open Molecules 2025 dataset; level of theory: ωB97M-V/def2-TZVPD.

```
! RIJCOSX wB97M-V def2-TZVPD def2/J DEFGRID3
* xyz 0 1
C -1.835 0.519 0.196
C -0.902 -0.609 -0.240
C 0.381 -0.498 0.527
C 1.983 -0.935 -0.038
C 1.439 0.450 0.118
O 1.197 1.107 -1.105
H -1.364 1.493 0.021
H -2.067 0.450 1.265
H -2.775 0.490 -0.360
H -1.382 -1.580 -0.066
H -0.678 -0.536 -1.305
H 0.298 -0.600 1.613
H 1.196 -1.636 0.500
H 1.901 -1.172 -1.105
H 1.854 1.120 0.871
H 0.755 1.939 -0.892
*
```

## Properties
Highest occupied orbital energy in eV: -8.173

Just the natural (NBO) charges please, in e? Sure, here they are:
1 C -0.596
2 C -0.423
3 C -0.208
4 C -0.535
5 C 0.044
6 O -0.709
7 H 0.194
8 H 0.204
9 H 0.217
10 H 0.208
11 H 0.231
12 H 0.222
13 H 0.310
14 H 0.197
15 H 0.173
16 H 0.469


(R)
One molecule with the formula C5H10O. Source: the Open Molecules 2025 dataset; level of theory: ωB97M-V/def2-TZVPD.

```
! RIJCOSX wB97M-V def2-TZVPD def2/J DEFGRID3
* xyz 0 1
C -0.714 -0.275 -1.777
C 0.552 0.019 -0.978
C 0.367 0.178 0.524
C -0.995 0.587 1.046
C 1.249 -0.551 1.446
O 1.471 0.820 1.156
H -1.408 0.571 -1.750
H -1.246 -1.156 -1.400
H -0.465 -0.458 -2.827
H 1.001 0.952 -1.337
H 1.296 -0.766 -1.162
H -1.470 1.331 0.395
H -1.672 -0.275 1.109
H -0.894 1.028 2.042
H 1.995 -1.238 1.042
H 0.933 -0.766 2.469
*
```

## Properties
SMILES string: CC[C@@]1(C)CO1
Highest occupied orbital energy in eV: -10.074

Just the natural (NBO) charges please, in e? Sure, here they are:
1 C -0.609
2 C -0.418
3 C 0.208
4 C -0.636
5 C -0.110
6 O -0.497
7 H 0.205
8 H 0.204
9 H 0.216
10 H 0.218
11 H 0.207
12 H 0.212
13 H 0.216
14 H 0.230
15 H 0.177
16 H 0.177


(S)
One molecule with the formula C5H10O. Source: the Open Molecules 2025 dataset; level of theory: ωB97M-V/def2-TZVPD.

```
! RIJCOSX wB97M-V def2-TZVPD def2/J DEFGRID3
* xyz 0 1
C -1.011 0.489 -1.496
C 0.289 -0.199 -1.081
C 0.419 -0.290 0.431
C 0.923 0.940 1.138
C -0.411 -1.265 1.149
O 0.972 -1.504 0.930
H -1.091 1.501 -1.081
H -1.875 -0.081 -1.135
H -1.090 0.567 -2.584
H 1.152 0.329 -1.512
H 0.327 -1.220 -1.476
H 1.997 1.042 0.946
H 0.416 1.841 0.777
H 0.772 0.854 2.218
H -1.089 -1.906 0.585
H -0.701 -1.099 2.190
*
```

## Properties
SMILES string: CC[C@@]1(C)CO1
Highest occupied orbital energy in eV: -10.086

Just the natural (NBO) charges please, in e? Sure, here they are:
1 C -0.604
2 C -0.419
3 C 0.210
4 C -0.626
5 C -0.115
6 O -0.497
7 H 0.202
8 H 0.204
9 H 0.213
10 H 0.206
11 H 0.219
12 H 0.220
13 H 0.212
14 H 0.218
15 H 0.177
16 H 0.180


Most stable structure - (S); separation to the second - 2.5 kcal/mol.


(P)
One molecule with the formula C5H10O. Source: the Open Molecules 2025 dataset; level of theory: ωB97M-V/def2-TZVPD.

```
! RIJCOSX wB97M-V def2-TZVPD def2/J DEFGRID3
* xyz 0 1
C 1.900 -0.406 0.518
O 1.172 0.715 0.102
C -0.150 0.379 -0.103
C -0.977 1.669 -0.165
C -0.603 -0.752 -0.936
C -0.708 -1.081 0.524
H 1.167 -0.977 1.122
H 2.194 -1.029 -0.338
H 2.783 -0.055 1.052
H -1.932 1.522 0.336
H -0.454 2.510 0.308
H -1.195 1.974 -1.203
H -1.529 -0.624 -1.474
H 0.167 -1.298 -1.473
H -0.274 -2.073 0.770
H -1.634 -0.977 1.069
*
```

## Properties
SMILES string: COC1(C)CC1
Highest occupied orbital energy in eV: -8.802

Just the natural (NBO) charges please, in e? Sure, here they are:
1 C -0.270
2 O -0.509
3 C 0.321
4 C -0.631
5 C -0.475
6 C -0.524
7 H 0.201
8 H 0.157
9 H 0.192
10 H 0.217
11 H 0.231
12 H 0.214
13 H 0.213
14 H 0.221
15 H 0.229
16 H 0.214


(Q)
One molecule with the formula C5H10O. Source: the Open Molecules 2025 dataset; level of theory: ωB97M-V/def2-TZVPD.

```
! RIJCOSX wB97M-V def2-TZVPD def2/J DEFGRID3
* xyz 0 1
C -1.169 0.070 1.797
C -0.577 0.464 0.488
C 0.320 -0.259 -0.189
C 0.783 -1.630 0.258
O 0.949 0.059 -1.382
C 0.522 1.260 -2.010
H -0.342 -0.145 2.511
H -1.820 -0.790 1.718
H -1.773 0.857 2.231
H -0.802 1.440 0.114
H 1.158 -2.214 -0.700
H -0.124 -2.188 0.658
H 1.612 -1.580 1.048
H -0.577 1.249 -2.123
H 1.015 1.262 -3.007
H 0.824 2.143 -1.410
*
```

## Properties
SMILES string: C/C=C(\C)OC
Highest occupied orbital energy in eV: -8.437

Just the natural (NBO) charges please, in e? Sure, here they are:
1 C -0.638
2 C -0.332
3 C 0.325
4 C -0.675
5 O -0.510
6 C -0.258
7 H 0.212
8 H 0.212
9 H 0.218
10 H 0.203
11 H 0.235
12 H 0.223
13 H 0.228
14 H 0.180
15 H 0.199
16 H 0.177


Most stable structure - (Q); separation to the second - 32.0 kcal/mol.


(P)
A 2-piece molecular cluster, C4H12 overall. Source: the Open Molecules 2025 dataset; level of theory: ωB97M-V/def2-TZVPD.

```
! RIJCOSX wB97M-V def2-TZVPD def2/J DEFGRID3
* xyz -1 2
C 1.134 -1.088 0.990
C 2.176 -0.036 0.549
H 1.278 -1.654 1.918
H 0.128 -0.742 1.226
H 0.974 -1.797 0.169
H 2.860 -0.025 1.403
H 2.656 -0.261 -0.397
H 1.832 1.002 0.609
C -1.347 1.162 -1.159
C -1.959 -0.044 -0.408
H -0.689 1.590 -0.384
H -0.682 0.887 -1.979
H -2.043 1.917 -1.508
H -2.521 0.231 0.476
H -2.572 -0.533 -1.171
H -1.128 -0.701 -0.162
*
```

## Properties
Highest occupied orbital energy (spin up / spin down) in eV: 1.615 / -7.305

Just the natural (NBO) charges please, in e? Sure, here they are:
1 C -0.840
2 C -0.839
3 H 0.188
4 H 0.199
5 H 0.188
6 H 0.189
7 H 0.198
8 H 0.203
9 C -0.855
10 C -0.761
11 H 0.185
12 H 0.188
13 H 0.182
14 H 0.189
15 H 0.180
16 H 0.205


(Q)
A 2-piece molecular cluster, C4H12 overall. Source: the Open Molecules 2025 dataset; level of theory: ωB97M-V/def2-TZVPD.

```
! RIJCOSX wB97M-V def2-TZVPD def2/J DEFGRID3
* xyz -1 2
C -0.418 1.039 1.377
C -1.494 0.358 2.216
H 0.575 0.584 1.502
H -0.662 1.070 0.318
H -0.262 2.082 1.665
H -2.487 0.777 2.039
H -1.400 -0.723 2.128
H -1.309 0.547 3.291
C 0.191 -0.945 -1.904
C 1.623 -0.427 -1.804
H 0.239 -2.025 -1.730
H -0.405 -0.698 -1.023
H -0.264 -0.734 -2.873
H 1.788 0.611 -2.111
H 1.975 -0.418 -0.764
H 2.310 -1.098 -2.328
*
```

## Properties
Highest occupied orbital energy (spin up / spin down) in eV: 1.563 / -7.640

Just the natural (NBO) charges please, in e? Sure, here they are:
1 C -0.949
2 C -0.837
3 H 0.184
4 H 0.187
5 H 0.181
6 H 0.190
7 H 0.193
8 H 0.180
9 C -0.772
10 C -0.722
11 H 0.186
12 H 0.214
13 H 0.190
14 H 0.192
15 H 0.201
16 H 0.183


(R)
A 2-piece molecular cluster, C4H12 overall. Source: the Open Molecules 2025 dataset; level of theory: ωB97M-V/def2-TZVPD.

```
! RIJCOSX wB97M-V def2-TZVPD def2/J DEFGRID3
* xyz -1 2
C 1.721 -1.745 -1.340
C 1.716 -0.455 -0.534
H 2.771 -2.058 -1.436
H 1.074 -2.510 -0.911
H 1.423 -1.598 -2.380
H 1.973 0.457 -1.093
H 2.426 -0.395 0.291
H 0.715 -0.243 -0.136
C -1.274 1.560 0.585
C -2.246 0.624 1.314
H -1.506 1.661 -0.480
H -1.110 2.431 1.229
H -0.249 1.234 0.387
H -3.228 0.504 0.852
H -2.454 0.891 2.348
H -1.755 -0.360 1.303
*
```

## Properties
Highest occupied orbital energy (spin up / spin down) in eV: 1.560 / -7.237

Just the natural (NBO) charges please, in e? Sure, here they are:
1 C -0.786
2 C -0.950
3 H 0.183
4 H 0.196
5 H 0.191
6 H 0.184
7 H 0.186
8 H 0.189
9 C -0.823
10 C -0.758
11 H 0.203
12 H 0.192
13 H 0.212
14 H 0.190
15 H 0.187
16 H 0.203


Most stable structure - (Q); separation to the second - 8.5 kcal/mol.


(P)
A 2-piece molecular cluster, C4H12 overall. Source: the Open Molecules 2025 dataset; level of theory: ωB97M-V/def2-TZVPD.

```
! RIJCOSX wB97M-V def2-TZVPD def2/J DEFGRID3
* xyz -1 2
C -0.026 2.013 -0.203
C -0.543 1.891 1.246
H 1.059 1.987 -0.200
H -0.540 1.277 -0.807
H -0.229 2.988 -0.670
H -1.098 0.962 1.278
H -1.333 2.595 1.506
H 0.300 1.893 1.936
C -0.219 -1.823 -1.040
C 0.893 -2.084 0.003
H -0.269 -2.581 -1.810
H -1.237 -1.974 -0.672
H -0.020 -0.933 -1.648
H 1.856 -1.684 -0.273
H 0.862 -3.058 0.485
H 0.544 -1.470 0.869
*
```

## Properties
Highest occupied orbital energy (spin up / spin down) in eV: 1.598 / -7.166

Just the natural (NBO) charges please, in e? Sure, here they are:
1 C -0.760
2 C -0.750
3 H 0.195
4 H 0.209
5 H 0.180
6 H 0.203
7 H 0.188
8 H 0.193
9 C -1.013
10 C -0.784
11 H 0.179
12 H 0.186
13 H 0.194
14 H 0.198
15 H 0.195
16 H 0.186


(Q)
A 2-piece molecular cluster, C4H12 overall. Source: the Open Molecules 2025 dataset; level of theory: ωB97M-V/def2-TZVPD.

```
! RIJCOSX wB97M-V def2-TZVPD def2/J DEFGRID3
* xyz -1 2
C 1.363 -1.088 -0.775
C 2.440 -1.607 -1.705
H 0.889 -0.169 -1.126
H 0.541 -1.806 -0.651
H 1.743 -0.869 0.225
H 2.148 -1.743 -2.751
H 3.314 -0.952 -1.710
H 2.796 -2.580 -1.348
C -1.203 1.551 1.028
C -2.603 1.138 1.436
H -0.424 1.166 1.690
H -0.972 1.225 0.012
H -1.095 2.641 1.033
H -2.699 0.055 1.546
H -2.893 1.581 2.396
H -3.345 1.458 0.701
*
```

## Properties
Highest occupied orbital energy (spin up / spin down) in eV: 1.559 / -7.922

Just the natural (NBO) charges please, in e? Sure, here they are:
1 C -0.998
2 C -0.725
3 H 0.190
4 H 0.184
5 H 0.187
6 H 0.189
7 H 0.187
8 H 0.185
9 C -0.824
10 C -0.714
11 H 0.195
12 H 0.200
13 H 0.180
14 H 0.196
15 H 0.181
16 H 0.187


Most stable structure - (Q); separation to the second - 15.6 kcal/mol.